{
  "formula": "C18H47BBr2N3",
  "method": "ωB97M-V/def2-TZVPD",
  "species": ["Br", "B", "Br", "H", "H", "C", "C", "N", "C", "C", "C", "C", "H", "H", "H", "H", "H", "H", "H", "H", "H", "H", "H", "H", "H", "H", "H", "C", "C", "N", "C", "C", "C", "C", "H", "H", "H", "H", "H", "H", "H", "H", "H", "H", "H", "H", "H", "H", "H", "C", "C", "N", "C", "C", "C", "C", "H", "H", "H", "H", "H", "H", "H", "H", "H", "H", "H", "H", "H", "H", "H"],
  "positions_angstrom": [[-1.0794, 4.1362, 1.3218], [-2.5066, 3.3537, 2.6244], [-1.6901, 3.1583, 4.5108], [-3.4243, 4.1329, 2.6909], [-2.8054, 2.2541, 2.2366], [3.2815, -1.3536, 1.8911], [1.8143, -1.3741, 2.2837], [1.5511, -0.7338, 3.5552], [0.1902, -0.9547, 4.0238], [-0.9423, -0.3695, 3.1780], [2.0440, 0.6370, 3.6672], [1.5951, 1.6663, 2.6176], [3.9112, -1.8113, 2.6555], [3.4135, -1.9082, 0.9594], [3.6395, -0.3389, 1.7176], [1.4745, -2.4113, 2.3748], [1.2340, -0.9375, 1.4509], [0.1286, -0.5435, 5.0349], [0.0599, -2.0388, 4.1187], [-0.9725, 0.7124, 3.2823], [-1.9055, -0.7639, 3.5088], [-0.8281, -0.6187, 2.1232], [3.1360, 0.5903, 3.6653], [1.7620, 0.9859, 4.6624], [1.6469, 1.2569, 1.6055], [2.2564, 2.5334, 2.6519], [0.5843, 2.0317, 2.7782], [-6.0312, -1.8637, -2.0753], [-4.7260, -1.1331, -1.7985], [-4.9147, 0.1158, -1.0915], [-3.7220, 0.9508, -1.0618], [-2.4965, 0.4228, -0.3159], [-5.6420, 0.0259, 0.1644], [-5.0851, -0.8973, 1.2606], [-6.7296, -1.2125, -2.6027], [-5.8395, -2.7423, -2.6931], [-6.5109, -2.2068, -1.1593], [-4.2486, -0.8776, -2.7499], [-4.0346, -1.8293, -1.2902], [-4.0081, 1.9100, -0.6249], [-3.4507, 1.1549, -2.1027], [-2.6298, 0.4709, 0.7594], [-1.6331, 1.0508, -0.5430], [-2.2509, -0.6059, -0.5935], [-6.6654, -0.2822, -0.0625], [-5.7137, 1.0429, 0.5530], [-4.7758, -1.8624, 0.8534], [-5.8573, -1.0879, 2.0077], [-4.2315, -0.4595, 1.7735], [5.2159, -0.1465, -4.9481], [3.8546, -0.1631, -4.2707], [3.8587, -0.8689, -3.0027], [2.5220, -1.1226, -2.4933], [1.6491, 0.0780, -2.0966], [4.8321, -0.3959, -2.0340], [4.7502, 1.0737, -1.5887], [5.5988, -1.1611, -5.0634], [5.1294, 0.3074, -5.9357], [5.9473, 0.4329, -4.3864], [3.1415, -0.6901, -4.9117], [3.4861, 0.8744, -4.1955], [2.6051, -1.7878, -1.6294], [1.9933, -1.6909, -3.2644], [1.9585, 0.5248, -1.1537], [0.6152, -0.2466, -1.9710], [1.6563, 0.8568, -2.8596], [5.8294, -0.5768, -2.4389], [4.7566, -1.0353, -1.1518], [4.5938, 1.7559, -2.4256], [5.6840, 1.3646, -1.1052], [3.9498, 1.2416, -0.8714]],
  "energy_ha": -6051.26471,
  "homo_ha": -0.194,
  "gap_ev": 7.8,
  "total_charge": -1,
  "multiplicity": 1,
  "e_lumo_ev": 2.6,
  "mol_weight_g_mol": 476.2
}

***

{
  "formula": "C16H21BF6N2O6",
  "method": "ωB97M-V/def2-TZVPD",
  "species": ["C", "C", "B", "C", "O", "N", "O", "C", "C", "C", "C", "C", "N", "H", "H", "H", "H", "H", "H", "H", "H", "H", "H", "H", "C", "C", "O", "C", "O", "C", "F", "F", "F", "H", "H", "H", "H", "H", "C", "C", "O", "C", "O", "C", "F", "F", "F", "H", "H", "H", "H", "H"],
  "positions_angstrom": [[0.8114, -4.2473, 1.4033], [1.3482, -2.9113, 0.7573], [0.2413, -1.7288, 0.7170], [0.8236, -0.2301, 0.8662], [-0.1639, 0.7730, 1.2199], [-0.2581, 1.7132, 0.2184], [-0.2465, 2.7898, 0.7041], [-1.3313, -2.0466, 0.4994], [-2.2152, -1.5422, 1.5384], [-3.6616, -1.7832, 1.3383], [-3.9397, -2.5026, 0.0952], [-2.9394, -2.9816, -0.8396], [-1.6192, -2.7470, -0.6291], [0.0519, -4.7565, 0.7486], [0.4482, -4.1222, 2.4546], [1.6826, -4.9653, 1.4473], [2.1985, -2.5599, 1.4098], [1.7002, -3.0730, -0.2959], [1.2798, 0.0242, -0.1373], [1.6949, -0.2636, 1.5783], [-1.8382, -0.9794, 2.4241], [-4.4430, -1.4292, 2.0383], [-5.0110, -2.7031, -0.1547], [-3.2855, -3.5461, -1.7354], [-3.0345, 5.1675, -0.4975], [-3.2742, 3.6837, -0.6895], [-4.6736, 3.3636, -0.5786], [-5.4318, 3.6831, -1.6308], [-5.0296, 4.2042, -2.6317], [-6.8823, 3.2611, -1.3925], [-7.3395, 3.6671, -0.1940], [-7.0190, 1.9220, -1.4290], [-7.7142, 3.7621, -2.3136], [-3.4526, 5.5010, 0.4547], [-1.9675, 5.3900, -0.5164], [-3.5203, 5.7536, -1.2791], [-2.7653, 3.1302, 0.0985], [-2.8756, 3.3278, -1.6417], [6.7309, 1.0254, -1.0534], [6.6110, -0.4182, -1.4996], [6.4460, -1.3010, -0.3750], [5.2350, -1.3122, 0.1858], [4.3041, -0.6511, -0.1805], [5.1890, -2.3106, 1.3427], [6.2226, -2.1619, 2.1891], [5.2303, -3.5814, 0.9044], [4.0710, -2.1873, 2.0720], [7.5425, 1.1349, -0.3313], [6.9220, 1.6771, -1.9063], [5.8197, 1.3666, -0.5601], [7.5312, -0.7220, -1.9991], [5.7966, -0.5563, -2.2138]],
  "energy_ha": -1807.16373,
  "homo_ha": -0.341,
  "gap_ev": 9.3,
  "smiles": "CCB(CON=O)c1ccccn1.CCOC(=O)C(F)(F)F.CCOC(=O)C(F)(F)F",
  "total_charge": 0,
  "multiplicity": 1,
  "e_lumo_ev": 0.0,
  "mol_weight_g_mol": 462.2
}

***

{
  "formula": "C22H17ClNO9S3",
  "method": "ωB97M-V/def2-TZVPD",
  "species": ["O", "N", "O", "C", "C", "C", "C", "S", "C", "Cl", "O", "O", "C", "C", "H", "H", "H", "H", "H", "C", "O", "C", "C", "C", "C", "C", "C", "S", "O", "O", "C", "C", "C", "C", "C", "C", "S", "O", "O", "C", "C", "H", "H", "H", "H", "H", "H", "H", "H", "H", "H", "H", "H"],
  "positions_angstrom": [[-5.8812, -0.9630, 1.9646], [-5.2532, 0.1248, 2.0006], [-5.8046, 1.2529, 1.9309], [-3.8350, 0.0839, 2.1253], [-3.1006, 1.2863, 2.1660], [-1.7166, 1.2551, 2.3231], [-1.0454, 0.0187, 2.4740], [0.7283, 0.0597, 3.0227], [2.0465, -0.0821, 1.8634], [2.7740, 1.3603, 1.3760], [0.7185, 1.4163, 3.5584], [0.7991, -1.0657, 3.9287], [-1.7755, -1.1908, 2.4015], [-3.1609, -1.1512, 2.2216], [-3.6369, 2.2304, 2.1030], [-1.1822, 2.2010, 2.3801], [1.9349, -0.9224, 1.1578], [-1.2754, -2.1526, 2.5142], [-3.7554, -2.0640, 2.1901], [7.7562, 4.7839, 5.4484], [7.5265, 3.3764, 5.7071], [6.9796, 2.5650, 4.7693], [6.6401, 2.9547, 3.4439], [6.0607, 2.0249, 2.5920], [5.7160, 0.7124, 3.0209], [5.3699, -0.3672, 2.0928], [6.2518, -0.6927, 1.1149], [6.0183, -2.1184, 0.0422], [5.7504, -3.2725, 0.8717], [5.1793, -1.7743, -1.0757], [7.7490, -2.2432, -0.4959], [8.5522, -1.1715, -0.1699], [9.8799, -1.1143, -0.5694], [10.3963, -2.1483, -1.3423], [9.5820, -3.2296, -1.6880], [8.2549, -3.2819, -1.2764], [7.8426, 0.1175, 0.8772], [7.7216, 1.3328, 0.1045], [8.6646, 0.0622, 2.0557], [5.8631, 0.4322, 4.4026], [6.5521, 1.2915, 5.2405], [8.1053, 5.1871, 6.4030], [8.5350, 4.9097, 4.6881], [6.8295, 5.2873, 5.1436], [6.8302, 3.9767, 3.0952], [5.8798, 2.3323, 1.5648], [4.5457, -1.0524, 2.2638], [10.4757, -0.2615, -0.2840], [11.4383, -2.1081, -1.6458], [10.0002, -4.0507, -2.2616], [7.6068, -4.1063, -1.5523], [5.5628, -0.5468, 4.7654], [6.7604, 1.0316, 6.2821]],
  "energy_ha": -3235.03174,
  "homo_ha": -0.139,
  "gap_ev": 5.3,
  "total_charge": -1,
  "multiplicity": 1,
  "e_lumo_ev": 1.5,
  "mol_weight_g_mol": 571.0
}

***

{
  "formula": "C4H6N4",
  "method": "ωB97M-V/def2-TZVPD",
  "species": ["C", "C", "C", "C", "N", "N", "N", "N", "H", "H", "H", "H", "H", "H"],
  "positions_angstrom": [[-2.7035, 0.1601, -0.0078], [0.3490, -1.0413, -0.4352], [0.6099, 0.2763, -0.6150], [-0.9340, -1.4649, 0.1574], [-3.7097, 0.5695, -0.4377], [-1.7932, -0.4763, 0.6466], [-0.3589, 1.1629, -0.4396], [-0.0615, 2.2600, 0.3032], [1.1129, -1.7050, -0.5400], [1.5853, 0.7285, -0.5668], [-1.4785, -2.1097, -0.5931], [-0.5951, -2.3136, 0.9737], [0.8752, 2.3010, 0.8266], [-0.8119, 2.5482, 0.9230]],
  "energy_ha": -374.84637,
  "homo_ha": [-0.349, -0.295],
  "gap_ev": [8.8, 6.3],
  "total_charge": 0,
  "relative_energy_kj_mol": 564.5,
  "multiplicity": 1,
  "e_lumo_ev": [-0.7, -1.7],
  "mol_weight_g_mol": 110.1
}

***

{
  "formula": "C3H7FIN2",
  "method": "ωB97M-V/def2-TZVPD",
  "species": ["C", "C", "C", "N", "N", "F", "I", "H", "H", "H", "H", "H", "H", "H"],
  "positions_angstrom": [[0.2061, -0.4337, 0.1550], [-2.0425, 0.4693, 0.3282], [1.9764, 0.6066, -0.7847], [0.1764, -1.7230, 0.3431], [-0.5345, 0.5635, 0.2562], [1.7929, 1.9206, -0.5775], [3.5691, -0.2728, 0.2701], [-2.3149, -0.2760, -0.3271], [-2.4650, 1.4322, 0.0259], [-2.4076, 0.2390, 1.2994], [1.8009, 0.4742, -1.8039], [0.9293, -2.1524, -0.1457], [-0.5446, -2.2495, 0.9511], [-0.1418, 1.4021, 0.0098]],
  "energy_ha": -625.22236,
  "homo_ha": -0.491,
  "gap_ev": 9.1,
  "total_charge": 1,
  "relative_energy_kj_mol": 268.9,
  "multiplicity": 1,
  "e_lumo_ev": -4.3,
  "mol_weight_g_mol": 217.0
}

***

{
  "formula": "C20H34N9SSe2Tc",
  "method": "ωB97M-V/def2-TZVPD",
  "species": ["Tc", "C", "C", "N", "N", "C", "N", "S", "C", "C", "C", "C", "C", "N", "H", "H", "H", "H", "H", "H", "H", "H", "H", "C", "Se", "C", "C", "Se", "C", "H", "H", "H", "H", "H", "H", "H", "H", "H", "H", "C", "C", "C", "C", "N", "C", "N", "N", "N", "H", "H", "H", "H", "H", "H", "H", "H", "H", "H", "C", "C", "C", "N", "H", "H", "H", "H", "H"],
  "positions_angstrom": [[-0.7085, -0.2546, -0.3690], [-1.9254, -2.1497, 3.3711], [-1.3587, -1.7671, 2.0528], [-1.5218, -0.6113, 1.4909], [-2.4112, 0.2812, 2.0591], [-3.2140, 0.7699, 1.1717], [-4.2331, 1.5624, 1.5071], [-3.0168, 0.3970, -0.5711], [-0.6231, -2.7328, 1.2177], [-0.2274, -3.9751, 1.6699], [0.4255, -4.8391, 0.7963], [0.6690, -4.4222, -0.5008], [0.2500, -3.1601, -0.8860], [-0.4027, -2.3327, -0.0618], [-2.6221, -1.3993, 3.7273], [-1.1140, -2.2384, 4.0997], [-2.4182, -3.1209, 3.3141], [-4.4096, 1.7615, 2.4806], [-4.8093, 2.0057, 0.8132], [-0.4181, -4.2685, 2.6928], [0.7443, -5.8172, 1.1317], [1.1849, -5.0536, -1.2105], [0.4695, -2.7878, -1.8779], [-1.3040, 1.2429, -3.6764], [-0.5093, -0.3790, -2.9586], [-1.8117, -1.6745, -3.6576], [-3.2698, -1.5435, -3.2509], [-3.6633, -2.2804, -1.4844], [-5.5753, -1.9881, -1.4955], [-1.4497, 1.0998, -4.7446], [-0.5720, 2.0317, -3.5219], [-2.2362, 1.4886, -3.1752], [-1.4121, -2.6620, -3.4257], [-1.7313, -1.5540, -4.7382], [-3.8900, -2.1231, -3.9385], [-3.6329, -0.5153, -3.2698], [-6.0074, -2.6654, -2.2309], [-5.7772, -0.9517, -1.7524], [-5.9456, -2.2273, -0.5023], [5.2839, 2.1551, 0.0346], [5.0905, 1.5524, 1.4218], [4.1053, 2.3585, 2.2613], [4.7011, 0.0743, 1.3509], [3.4389, -0.1408, 0.6109], [2.1787, -0.0144, 1.0001], [1.4159, -0.2692, -0.0495], [2.2454, -0.5534, -1.0821], [3.4524, -0.4791, -0.6876], [5.6676, 3.1709, 0.1177], [4.3387, 2.2051, -0.5153], [5.9888, 1.5797, -0.5654], [6.0542, 1.5503, 1.9374], [3.1283, 2.4329, 1.7698], [4.4683, 3.3775, 2.3912], [3.9657, 1.9309, 3.2563], [4.5621, -0.3539, 2.3430], [5.4444, -0.5123, 0.8153], [1.8556, 0.2394, 1.9960], [1.0443, 4.8350, 0.6612], [-0.1281, 4.4254, -0.2410], [-0.3089, 2.9802, -0.2869], [-0.4524, 1.8421, -0.3151], [1.1195, 5.9196, 0.6632], [1.9845, 4.4299, 0.2906], [0.8854, 4.5028, 1.6856], [0.0205, 4.7652, -1.2686], [-1.0721, 4.8500, 0.1085]],
  "energy_ha": -6556.22321,
  "homo_ha": [-0.624, -0.632],
  "gap_ev": [8.1, 6.3],
  "total_charge": 3,
  "relative_energy_kj_mol": 0.0,
  "multiplicity": 4,
  "e_lumo_ev": [-8.8, -10.9],
  "mol_weight_g_mol": 688.5
}